Entry P
Density functional theory data (ωB97M-V/def2-TZVPD) for 2 unconnected molecules or ions with the total composition C4H8N3.

Properties
Kohn-Sham gap (hartree): 0.2960
HOMO energy (eV): -12.677
Molecular weight (g mol⁻¹): 98.13
Charge: +1
LUMO level (eV): -4.6

Geometry (Å):
C1 0.17 2.14 -0.81
C2 -0.46 1.07 -0.13
C3 0.92 0.19 -1.59
C4 -0.83 -1.94 1.00
N1 1.12 1.50 -1.59
N2 -0.04 -0.10 -0.68
N3 -0.45 -1.49 2.14
H1 -0.02 3.16 -0.63
H2 -1.20 0.99 0.61
H3 1.51 -0.56 -2.21
H4 -1.18 -3.05 1.05
H5 -0.66 -1.41 0.07
H6 1.75 2.03 -2.23
H7 -0.19 -0.53 1.99
H8 -0.43 -1.99 3.02

***

Entry Q
Density functional theory data (ωB97M-V/def2-TZVPD) for a gas-phase ion, C4H8N3 (charge +1).

Properties
Kohn-Sham gap (hartree): 0.3951
HOMO energy (eV): -14.217
Molecular weight (g mol⁻¹): 98.13
Charge: +1
LUMO level (eV): -3.5
SMILES: C[n+]1cccn1N

Geometry (Å):
C1 -0.61 -2.06 0.41
C2 -0.02 -1.64 -0.75
C3 -0.75 -0.99 1.18
C4 -0.26 1.51 0.83
N1 0.21 -0.34 -0.70
N2 -0.22 0.09 0.52
N3 0.83 0.38 -1.67
H1 -0.94 -3.00 0.70
H2 0.16 -2.30 -1.54
H3 -1.25 -0.96 2.19
H4 0.76 1.82 1.10
H5 -0.80 1.82 -0.08
H6 -0.75 1.74 1.68
H7 1.07 -0.17 -2.48
H8 1.58 0.85 -1.22

***

Entry R
Density functional theory data (ωB97M-V/def2-TZVPD) for a gas-phase ion, C4H8N3 (charge +1).

Properties
Kohn-Sham gap (hartree): 0.3455
HOMO energy (eV): -13.693
Molecular weight (g mol⁻¹): 98.13
Charge: +1
LUMO level (eV): -4.3
SMILES: C=C=N[N@H+]1C[C@@H]1N

Geometry (Å):
C1 -1.64 -1.26 0.00
C2 3.64 0.26 -0.14
C3 -1.58 0.11 0.49
C4 2.36 -0.03 0.01
N1 1.26 -0.48 0.49
N2 -0.18 -0.44 -0.24
N3 -2.05 1.22 -0.06
H1 -2.01 -1.63 -0.97
H2 -1.79 -2.12 0.76
H3 4.04 1.19 0.00
H4 4.36 -0.48 -0.33
H5 -1.31 0.20 1.62
H6 -0.36 0.15 -1.16
H7 -2.45 1.31 -1.00
H8 -2.28 2.01 0.54

***

Entry S
Density functional theory data (ωB97M-V/def2-TZVPD) for a gas-phase ion, C4H8N3 (charge +1).

Properties
Kohn-Sham gap (hartree): 0.3698
HOMO energy (eV): -15.545
Molecular weight (g mol⁻¹): 98.13
Charge: +1
LUMO level (eV): -5.5

Geometry (Å):
C1 2.36 -0.38 0.35
C2 0.60 1.00 0.69
C3 -1.87 -0.26 -1.21
C4 -1.33 -0.57 0.18
N1 1.51 -1.25 0.09
N2 1.95 0.89 0.69
N3 -0.04 -0.06 0.39
H1 3.42 -0.59 0.32
H2 0.15 1.95 0.94
H3 -2.83 -0.75 -1.32
H4 -1.20 -0.63 -1.98
H5 -2.01 0.81 -1.36
H6 -1.27 -1.65 0.33
H7 -2.01 -0.16 0.95
H8 2.57 1.65 0.93

***

Computed energies relative to the best structure, in kJ/mol: entry P 0.0; entry Q 88.9; entry R 402.4; entry S 70.7